Below is C18H19Cl2N6O2S2Ti as an isolated structure at a distorted geometry, with properties calculated with ωB97M-V/def2-TZVPD.

```
50
Properties=species:S:1:pos:R:3:forces:R:3:nbo_charge:R:1
Ti -0.901 -2.729 -0.689 1.0 -1.1 0.0 1.17
N -0.767 6.695 1.763 0.0 0.2 0.2 -0.79
C -0.581 5.367 1.484 0.0 -0.1 -0.1 0.18
C 0.696 4.871 1.206 0.0 0.0 0.0 -0.28
C 0.883 3.526 0.945 -0.1 0.0 0.0 -0.18
C -0.202 2.670 0.979 0.1 -0.3 0.0 0.18
C -1.477 3.132 1.251 0.1 0.1 0.0 -0.21
C -1.662 4.478 1.499 0.1 0.0 0.0 -0.25
S -0.483 0.672 -0.707 0.1 -0.3 0.2 1.71
O -1.574 1.479 -1.197 0.0 0.0 0.0 -0.89
O 0.018 1.288 0.769 -0.1 0.2 0.2 -0.75
N -1.087 -0.781 -0.005 -0.6 0.4 -0.6 -0.92
C -2.440 -0.936 0.146 0.2 0.4 0.3 0.59
N -2.789 -2.227 -0.079 -0.3 0.1 -0.2 -0.60
C -4.081 -2.587 -0.025 0.0 0.0 0.2 0.13
C -5.031 -1.647 0.280 0.2 -0.1 0.0 -0.33
C -4.570 -0.350 0.546 -0.1 0.0 0.0 0.16
N -3.301 0.019 0.496 0.0 -0.1 0.0 -0.45
H -0.024 7.350 1.596 -0.1 0.0 0.0 0.39
H -1.698 7.068 1.810 0.1 0.0 -0.1 0.39
H 1.545 5.541 1.187 0.0 0.1 0.0 0.22
H 1.871 3.149 0.722 0.0 0.0 0.0 0.21
H -2.311 2.448 1.256 0.0 -0.1 0.0 0.24
H -2.657 4.846 1.711 0.0 0.1 0.0 0.21
H -4.307 -3.630 -0.216 0.0 0.1 0.0 0.23
H -6.077 -1.900 0.332 0.0 0.0 0.0 0.25
H -5.275 0.423 0.828 0.0 0.0 0.0 0.22
Cl -1.567 -5.110 -0.345 0.1 0.1 -0.2 0.08
C -0.917 -4.434 -1.902 -0.3 0.2 0.1 -0.66
Cl -0.022 -1.892 -2.598 0.1 0.1 0.1 -0.31
H -1.660 -4.529 -2.692 0.1 0.0 0.1 0.25
H 0.036 -4.900 -2.144 -0.1 0.0 0.1 0.25
N 0.902 -1.140 2.447 -0.1 0.1 -0.1 -0.73
C 1.377 -1.701 1.341 0.0 -0.3 -0.3 0.42
S 0.772 -3.312 0.967 -0.1 0.2 -0.1 -0.12
N 2.249 -1.034 0.601 -0.3 0.1 0.3 -0.56
C 3.048 -1.399 -0.529 -0.2 0.1 0.0 0.20
C 3.487 -0.333 -1.303 0.0 -0.1 -0.1 -0.25
C 4.273 -0.571 -2.417 0.0 0.0 0.0 -0.18
C 4.625 -1.871 -2.749 0.0 0.0 0.0 -0.19
C 4.197 -2.922 -1.955 0.0 0.0 0.0 -0.18
C 3.408 -2.699 -0.835 0.1 -0.1 0.0 -0.26
H 0.151 -1.616 2.925 0.1 0.1 -0.1 0.43
H 0.956 -0.135 2.562 0.0 0.0 0.1 0.43
H 2.335 -0.049 0.840 0.1 -0.1 0.1 0.42
H 3.199 0.678 -1.047 0.0 0.1 0.0 0.22
H 4.605 0.261 -3.021 0.0 0.0 0.0 0.23
H 5.240 -2.061 -3.616 0.0 0.0 0.0 0.23
H 4.483 -3.935 -2.198 0.0 0.0 0.0 0.23
H 3.107 -3.531 -0.218 0.0 0.0 0.0 0.23
```
Positions in Å, forces in eV/Å.

Output
Kohn-Sham gap (eV): 5.8
Electronic energy (a.u.): -3742.4427
HOMO level (eV): -9.9
Energy relative to the best compared isomer or geometry (same formula, charge and spin) (kJ/mol): 81.49
Total charge: +1
2S+1: 1